32
Properties=species:S:1:pos:R:3:forces:R:3:mulliken_spin:R:1 method="wB97M-V/def2-TZVPD" e_homo_ev="-13.4 / -13.7" charge=+1 spin_multiplicity=2 e_lumo_ev="-5.3 / -6.3" gap_ev="8.1055 / 7.3808" relative_energy_ev=1.469
C 2.36884 -3.37340 -0.00395 0.0 -0.1 0.0 0.0019
O -2.65258 0.86223 1.72661 0.0 0.1 0.1 0.0006
O 2.45569 -1.02881 0.72128 0.0 0.3 0.1 0.1186
S -1.44003 1.10084 1.03574 0.3 0.3 0.0 0.0028
C -1.96077 4.56148 -0.98172 0.0 0.0 0.0 0.0011
C -0.67680 0.52524 -1.29367 0.1 0.0 -0.1 -0.0026
H 2.95413 -4.04826 -0.62352 0.0 0.0 0.0 -0.0003
C -1.08497 1.96292 -1.31406 -0.1 0.0 0.0 -0.0004
N -0.96795 -0.03225 -0.02381 -0.3 -0.5 0.6 0.0876
H 2.38165 -3.76630 1.01827 0.0 0.0 0.0 -0.0022
H -1.55293 4.78516 -3.06998 0.0 0.0 0.0 0.0001
C 0.93572 -3.28199 -0.49794 0.0 0.0 0.1 -0.0037
O -0.14681 -0.09743 -2.17008 0.0 0.0 0.0 0.0168
H 0.83158 -2.66255 -1.38914 0.1 0.0 0.0 0.0014
H 0.53569 -4.27435 -0.70563 0.0 0.0 0.0 0.0003
C -1.53446 4.10727 -2.22761 0.0 0.0 0.0 0.0026
B 0.87265 -1.34621 3.16372 -0.3 0.0 0.0 0.0133
F 2.03336 -1.53067 3.72342 0.1 0.0 -0.1 0.0098
F -0.24905 -1.54357 3.81855 0.1 0.0 0.0 -0.0056
C -1.95871 3.72456 0.12764 0.0 0.0 0.0 0.0008
H 0.05710 -3.31199 1.35463 0.0 0.1 0.1 -0.0018
C -1.09691 2.80068 -2.41236 0.0 0.0 0.0 -0.0023
H -0.77727 2.43735 -3.37940 0.0 0.0 0.0 -0.0001
C 3.04744 -2.02989 -0.02174 -0.1 -0.2 0.1 -0.0147
Ir 0.63316 -0.76043 1.18763 0.0 -0.1 -0.9 0.7186
H -2.30505 5.58092 -0.87623 0.0 0.0 0.0 0.0001
H -2.29788 4.06496 1.09600 0.0 0.0 0.0 0.0000
C -1.49891 2.43928 -0.07369 0.1 -0.1 -0.1 0.0043
N 0.10940 -2.65518 0.57806 0.2 0.0 -0.2 -0.0143
H -0.84666 -2.52957 0.24186 0.0 0.0 0.0 0.0016
O 4.02673 -1.77326 -0.63883 0.1 0.1 0.1 0.0483
O -0.19539 1.09323 1.90999 -0.1 0.0 0.2 0.0172



28
Properties=species:S:1:pos:R:3:forces:R:3:mulliken_spin:R:1 method="wB97M-V/def2-TZVPD" e_homo_ev="-11.9 / -12.0" charge=+1 spin_multiplicity=2 e_lumo_ev="-5.3 / -5.0" gap_ev="6.6341 / 7.0326"
C -0.37023 4.12890 -2.06869 -1.1 1.6 -0.7 0.0122
H -0.95993 -2.87380 -3.09739 0.0 -0.1 -0.2 -0.0001
H -1.32923 -2.88190 3.95781 -0.1 -0.1 0.0 0.0001
N -0.87103 -2.40590 -1.01549 0.0 0.1 0.2 0.0011
H -0.06243 -1.02660 4.97941 0.0 0.0 0.1 -0.0004
H -1.08663 4.32080 -1.25799 0.2 0.0 -0.2 -0.0019
F 2.98267 0.21940 -2.04899 -0.3 -0.4 -0.2 -0.0003
C -1.01803 -2.19280 1.95611 0.1 0.0 0.3 0.0056
C -0.17873 -1.07450 3.90781 0.1 0.1 -0.2 -0.0009
B 2.55917 1.29890 -1.43089 0.4 -0.7 0.1 -0.0175
C -0.88673 -2.12440 3.33091 -0.1 -0.1 -0.3 -0.0025
O 0.41437 3.03740 -1.76659 0.1 -1.3 0.9 0.0316
H -0.00633 -0.29640 -3.31229 0.0 -0.1 -0.1 0.0019
H -0.92893 3.94490 -2.99409 0.1 0.0 0.2 0.0023
Tc 0.56827 1.55520 -0.77779 0.5 -1.1 0.7 0.9715
F 3.46067 2.22440 -1.24079 0.0 0.7 0.2 -0.0012
H 0.26077 5.01380 -2.21349 -0.1 -0.2 0.1 0.0003
N -0.10053 -0.36560 -1.17879 -0.2 0.4 0.2 0.0020
C 0.24477 -0.12440 1.71391 -1.4 -2.1 1.1 0.0126
C -0.49223 -1.31950 -0.31379 0.1 0.2 0.3 0.0057
C 0.36897 -0.08810 3.11781 0.2 0.2 -0.6 -0.0053
H -1.60073 -2.99260 1.52691 0.0 -0.2 -0.1 0.0002
H 0.91097 0.73700 3.55091 0.1 0.1 0.1 -0.0012
C -0.44093 -1.22930 1.12471 0.3 0.8 0.4 0.0027
C -0.25453 -0.87650 -2.44279 0.0 -0.5 -0.5 -0.0117
C -0.72633 -2.14700 -2.34769 0.1 0.5 -0.4 -0.0080
O 0.74407 0.81630 0.96961 1.0 1.9 -1.5 0.0011
H -1.20113 -3.27760 -0.62839 0.1 0.1 0.1 -0.0003



33
Properties=species:S:1:pos:R:3:forces:R:3:lowdin_charge:R:1 method="wB97M-V/def2-TZVPD" e_homo_ev=-9.2 charge=0 e_lumo_ev=-3.3 gap_ev=5.8893
B -0.39694 4.06871 1.56070 -0.2 0.7 0.4 -0.8988
C 0.61036 2.74985 0.02922 -0.5 -2.5 0.8 -0.3910
C -2.14624 4.70050 2.84566 -2.8 0.3 -1.2 -0.3980
N -2.14703 -1.56955 -0.20142 3.4 1.7 -0.9 0.0044
C 2.45503 -2.91004 -1.20527 -0.9 -0.8 -0.1 -0.2669
N 3.13580 -2.30398 -0.01983 0.0 -1.3 -0.3 -0.0231
H -0.42433 -0.10519 -0.33432 -0.9 -1.7 -0.4 0.1451
C -0.70313 -3.53010 -1.81413 -1.6 4.5 2.9 0.1345
C -0.84880 -1.14842 -0.62154 -0.1 -3.3 -1.4 0.1314
H 1.80327 -3.77662 -0.79462 0.8 1.2 -1.1 0.1028
H 1.75002 -0.79738 -1.53093 -0.3 -1.5 -1.1 0.1195
O -0.13869 2.68277 1.12547 0.5 0.0 -0.9 0.2334
H 3.15543 -3.38627 -1.96864 -0.7 0.9 1.2 0.1192
H -2.20838 -5.58260 -0.96780 -0.9 0.5 -0.7 0.1302
O 0.10636 4.29442 2.92426 -0.7 0.0 -0.2 0.2368
C -0.00004 -2.16238 -1.48084 -2.9 -1.4 0.0 -0.0650
H 4.07633 -2.72957 0.03555 -0.6 0.6 0.0 0.0752
O -2.78870 -4.93748 -1.45188 1.7 2.5 1.7 0.0092
O -3.25415 4.99679 3.21738 0.7 -0.2 -0.1 0.1545
H -0.21999 -4.34238 -2.44438 -0.8 1.2 1.0 0.1325
C -2.15177 -3.67354 -1.18988 2.2 0.4 -0.5 -0.2050
H 2.64720 -2.64519 0.83262 0.5 0.5 -0.8 0.0781
C 1.49519 -1.83196 -1.97798 -0.8 -0.1 2.1 -0.1112
O 1.52482 4.55037 -1.23978 -0.3 -0.6 0.4 0.1583
O -0.86934 4.93150 4.84697 -0.2 -0.2 -0.7 0.1572
O 1.00082 1.78232 -0.58587 -0.3 -0.1 0.0 0.1047
C 0.87654 4.15387 -0.30314 0.8 3.2 -1.0 -0.3965
H -2.65849 -0.85988 0.36698 0.3 -0.9 -0.6 0.1906
N -2.79841 -2.70645 -0.40253 2.1 -2.6 -2.4 0.1278
O 0.28724 4.94388 0.59406 0.2 -1.0 -0.3 0.2496
O -1.84128 4.34790 1.59362 0.4 -0.1 0.5 0.2313
C -0.93566 4.66732 3.67281 2.3 0.1 2.2 -0.3968
H 1.60693 -1.87121 -3.11052 -0.4 0.0 1.6 0.1259



23
Properties=species:S:1:pos:R:3:forces:R:3:mulliken_spin:R:1 method="wB97M-V/def2-TZVPD" e_homo_ev="-7.9 / -7.9" charge=0 spin_multiplicity=5 e_lumo_ev="0.3 / -3.1" gap_ev="8.1916 / 4.8791"
C 1.41881 0.79315 -1.94195 -0.3 -2.6 -1.6 0.0968
C -0.60013 -0.77876 3.14583 0.6 -1.0 -0.9 0.2003
Br -2.91839 0.37567 0.57778 -0.4 0.3 -0.1 0.4423
C 0.70769 0.50382 1.72009 -0.3 0.5 0.4 0.1040
H 2.00262 -1.16178 1.00808 -0.4 0.1 -0.2 0.0181
H -1.60871 2.11061 -2.66034 0.7 -0.4 -0.1 0.0036
H 0.58961 2.76023 -1.20107 -0.1 -0.4 -0.4 0.0175
C -0.44372 0.25489 -3.22032 -0.9 2.1 0.6 0.3551
H -1.12937 -1.04879 4.05674 0.0 0.2 -0.3 0.0121
C 0.85591 -0.20012 -2.81197 2.2 1.3 2.2 0.2053
C 0.47157 1.86498 -1.82426 -1.3 -0.3 -0.5 0.3815
C 0.30139 -1.68714 2.38161 -0.7 1.5 0.9 0.0552
H 0.34481 -2.75473 2.56624 0.6 0.2 0.0 -0.0068
H 1.20551 1.39204 1.32251 -0.4 -0.5 -0.2 0.0116
H 1.29646 -1.17703 -3.03740 -0.2 0.6 0.0 0.0040
H -1.11309 -0.24877 -3.92106 0.2 0.2 0.4 0.0197
C -0.68172 1.52229 -2.59315 0.0 -0.6 -0.3 -0.0853
H 2.37359 0.71396 -1.41323 -0.4 0.1 -0.4 0.0027
Br -1.28689 -2.97143 -0.50578 0.1 -0.3 0.0 0.3068
Pt -1.55649 -1.43002 1.35485 -1.1 -0.4 -1.1 1.2906
C 1.12004 -0.82386 1.54310 0.4 -0.5 0.7 0.3486
H -0.94766 1.44341 2.86727 0.1 -0.3 0.0 0.0118
C -0.40184 0.54740 2.58643 1.4 0.2 0.7 0.2042



23
Properties=species:S:1:pos:R:3:forces:R:3:mulliken_spin:R:1 method="wB97M-V/def2-TZVPD" e_homo_ev="-4.0 / -4.3" charge=-1 spin_multiplicity=6 e_lumo_ev="3.6 / 3.5" gap_ev="7.5936 / 7.8341" relative_energy_ev=0.000
C 1.71410 -0.08873 -1.07975 0.3 0.4 -0.4 0.0977
H -2.85370 0.71717 1.07505 0.0 0.1 0.1 0.0018
C 1.99070 1.09497 0.84275 0.6 0.3 -0.2 0.0660
C 2.34530 -0.08913 0.17265 0.4 0.4 0.0 0.0717
C 1.17020 1.86237 -0.01995 0.5 0.2 0.0 0.1087
H 1.76910 -0.87533 -1.81145 0.0 -0.1 -0.1 -0.0024
H 2.25250 1.34727 1.85275 0.0 0.0 0.1 -0.0063
H -0.67750 -0.90153 -2.29075 0.1 0.0 -0.1 -0.0109
H 0.71710 2.80647 0.22025 -0.1 0.1 0.0 -0.0034
C -1.91440 -1.26123 0.76385 -0.7 -0.2 -0.2 0.0779
H -0.74100 -2.76543 -0.37635 0.1 -0.1 0.0 -0.0047
C 1.00780 1.13677 -1.20825 0.5 0.1 -0.4 0.0923
H -2.07420 -1.74833 1.70695 0.1 0.0 0.1 -0.0114
H -1.94070 1.28247 -1.35865 0.0 0.1 -0.1 -0.0027
C -1.82160 0.34607 -0.84265 -0.4 -0.2 -0.4 0.0972
H 2.93900 -0.88543 0.57735 0.0 -0.1 0.1 -0.0017
C -1.20140 -1.79543 -0.33735 -0.5 -0.1 -0.1 0.1065
H 0.43790 1.44927 -2.06445 -0.1 0.0 -0.1 -0.0126
Fe 0.02280 -0.04873 0.48935 0.1 -0.2 1.3 3.8456
C -2.31860 0.04477 0.43325 -0.4 -0.4 -0.1 0.0746
C -1.15200 -0.80773 -1.33055 -0.5 -0.1 -0.4 0.0878
Cl -0.50150 1.07217 2.51695 -0.3 0.7 0.5 0.1551
Br 0.83010 -1.89263 2.06905 0.4 -0.9 0.4 0.1731



23
Properties=species:S:1:pos:R:3:forces:R:3:mulliken_spin:R:1 method="wB97M-V/def2-TZVPD" e_homo_ev="-3.8 / -3.8" charge=-1 spin_multiplicity=7 e_lumo_ev="2.8 / 2.8" gap_ev="6.6165 / 6.6591"
C 2.34482 0.05409 -0.97066 -0.1 -0.6 0.0 0.0072
H 1.59592 3.27574 -4.06531 -0.2 -0.4 0.4 -0.0008
Tb 0.02509 1.06924 -1.86464 1.6 -1.9 1.8 6.0185
C 0.68012 1.29035 -4.53313 -0.7 0.4 -0.1 0.0042
H 2.40762 2.14514 -0.00792 -0.2 -1.0 0.0 0.0021
Cl -0.14282 -1.28574 -2.70948 -0.6 -1.5 -0.3 0.0013
C 1.71112 -1.16360 -0.49229 0.9 1.2 0.2 -0.0048
H -2.50116 1.79972 -3.57743 0.4 0.0 0.2 0.0007
C -0.55013 2.93240 -3.45944 0.3 0.2 -0.9 -0.0127
C -0.65962 0.81996 -4.38989 -0.2 1.6 -1.0 -0.0180
C 0.75504 2.58592 -3.96183 -0.8 0.3 -0.2 0.0076
H 1.47376 0.79400 -5.09392 -0.2 0.0 0.5 0.0002
H 1.75613 -2.14254 -0.98355 -0.1 0.7 0.2 0.0020
C 1.26047 0.49863 1.03951 0.7 0.0 -0.6 0.0039
H -0.85647 3.92505 -3.12502 0.2 -0.5 0.2 0.0002
H 0.89177 1.01167 1.92966 0.0 -0.1 -0.5 0.0006
C 2.05399 1.08595 -0.00095 -0.1 0.2 0.2 0.0049
C -1.42418 1.82970 -3.73098 0.4 0.4 -1.3 0.0076
Cl -1.62896 1.24478 -0.02938 -1.2 0.5 0.4 -0.0043
H 0.47877 -1.58191 1.28512 -0.1 -0.1 0.2 -0.0006
C 1.07040 -0.87338 0.73618 0.6 0.6 -0.9 -0.0171
H -1.08276 -0.05024 -4.88008 0.3 0.1 0.5 0.0031
H 2.92866 0.15261 -1.92462 -0.5 -0.1 1.2 -0.0056